Molecular formula: C18H54BF4O9S9Y
Method: DFT, the ωB97M-V functional and the def2-TZVPD basis

```
96
Properties=species:S:1:pos:R:3:forces:R:3
Y 0.491155 -2.940335 0.618504 -0.17 2.07 -1.31
B -0.159191 -0.379784 -0.715306 -0.68 0.22 -0.19
F -0.331295 -1.681468 -1.285177 0.36 0.13 -0.66
F 0.978429 -0.554587 0.109432 -0.28 0.30 0.46
F 0.074078 0.621778 -1.626202 -0.06 -0.23 0.07
F -1.343847 -0.226228 0.004484 0.32 0.83 0.22
C 3.912488 -1.777262 3.874122 -0.52 0.60 -0.29
S 3.765932 -1.785667 2.064392 0.47 0.52 0.58
O 2.317359 -2.092935 1.754710 -0.34 -0.57 0.70
C 4.019240 -0.014674 1.725857 -0.59 -1.10 -0.63
H 4.896172 -1.406722 4.159219 0.21 -0.44 -0.16
H 3.678498 -2.777055 4.227106 0.30 -0.06 0.06
H 3.209646 -1.059250 4.302383 -0.21 -0.10 -0.24
H 3.776540 0.009279 0.661773 0.21 0.28 -0.05
H 5.082321 0.157487 1.872307 -0.04 0.31 0.14
H 3.318799 0.648482 2.231366 0.19 -0.06 0.42
C 0.001422 -0.186895 4.425283 0.52 0.90 -0.32
S -1.167167 -0.732385 3.160052 0.23 0.43 0.84
O -0.410081 -1.629468 2.210716 0.00 -0.79 0.77
C -2.176778 -1.706350 4.315895 -0.01 0.31 -0.38
H 0.760989 0.443287 3.949930 -0.16 -0.03 -0.28
H 0.532522 -0.927454 5.022258 -0.50 -0.49 -0.19
H -0.533976 0.508549 5.074204 -0.18 -0.17 0.04
H -1.557044 -2.487097 4.748022 -0.20 -0.19 0.00
H -3.101675 -2.040730 3.849669 0.28 -0.38 -0.24
H -2.507120 -1.002050 5.080993 0.29 0.07 0.08
C 3.978146 5.313589 -3.346931 -1.14 -0.52 0.28
S 3.730998 3.701631 -2.502322 -0.03 0.34 0.83
O 4.013274 3.891442 -1.027362 -0.29 -0.06 -0.93
C 1.915905 3.539459 -2.600923 0.51 -0.07 -0.72
H 4.164924 5.071001 -4.390305 0.50 0.22 0.02
H 4.749674 5.841423 -2.796746 0.35 -0.17 -0.29
H 3.064202 5.909527 -3.313498 0.00 -0.04 0.17
H 1.709799 2.640901 -2.022851 -0.25 0.24 0.30
H 1.586384 3.328965 -3.621235 0.25 0.10 -0.11
H 1.430568 4.455315 -2.271913 -0.02 -0.13 0.38
C -2.807266 2.593774 1.118126 0.30 0.96 0.68
S -4.591371 2.698081 1.435639 0.14 -0.88 -1.11
O -5.178881 1.877062 0.320296 0.03 0.27 0.71
C -4.534017 1.688482 2.913853 0.89 -1.46 0.30
H -2.441813 1.619985 0.797804 -0.49 -0.13 -0.10
H -2.263991 2.883160 2.023395 -0.06 0.03 0.03
H -2.592179 3.367547 0.382292 0.00 -0.16 -0.19
H -5.454387 1.208873 3.241363 -0.47 0.91 -0.05
H -4.001083 2.230915 3.694899 -0.42 0.19 0.15
H -3.913720 0.801777 2.713036 0.18 0.24 -0.33
C 1.199480 3.159752 0.838644 -0.24 -0.38 0.13
S 0.831630 3.583335 2.563874 0.03 0.26 0.01
O 1.643599 2.592663 3.337758 -0.11 -0.64 0.37
C 1.762880 5.110482 2.724638 0.36 -0.12 0.31
H 0.325339 2.682549 0.391158 -0.16 0.27 0.02
H 1.927041 2.357654 0.958367 0.35 0.29 -0.17
H 1.563413 3.976641 0.223625 0.13 0.00 0.10
H 1.601973 5.595834 3.687891 -0.66 -0.13 -0.07
H 1.519839 5.779406 1.903184 0.27 0.08 0.00
H 2.804491 4.790950 2.810019 0.06 0.10 -0.73
C 4.695560 -2.697926 -1.632163 0.63 -1.26 0.01
S 2.978798 -2.481862 -2.152547 0.47 0.10 0.58
O 2.186714 -2.618831 -0.860278 0.83 -0.44 -0.28
C 2.922442 -0.716566 -2.504439 0.64 -0.98 0.23
H 5.447173 -2.434344 -2.378007 -0.38 0.55 -0.15
H 4.871958 -3.776382 -1.530129 -0.48 -0.03 -0.12
H 4.967715 -2.335890 -0.640958 -0.48 0.69 -0.13
H 3.331016 -0.212970 -1.633097 -0.43 0.27 0.11
H 1.864988 -0.573681 -2.703877 0.09 0.65 -0.05
H 3.595090 -0.527998 -3.340749 -0.32 0.03 -0.25
C -1.466104 1.471790 -4.249314 0.19 -0.56 1.26
S -3.202045 2.008414 -4.209798 0.25 -0.12 -0.19
O -4.032729 0.791081 -4.460586 0.58 0.41 0.39
C -3.123726 2.305827 -2.421152 -1.34 -0.07 0.49
H -1.047193 1.088164 -5.173206 -0.42 0.22 -0.29
H -1.492415 0.691768 -3.481964 0.15 -0.39 -0.46
H -0.802448 2.195396 -3.771827 -0.16 0.43 -0.40
H -4.160025 2.213806 -2.076988 -0.05 0.04 -0.18
H -2.851453 3.330777 -2.171326 0.39 -0.02 -0.29
H -2.590475 1.565742 -1.822570 0.40 0.00 -0.38
C -0.690075 -3.907704 -3.806395 -0.04 0.36 -0.50
S 0.061175 -4.885249 -2.515092 0.30 -0.33 0.11
O 0.002980 -4.141092 -1.184546 -0.12 -1.32 -0.49
C -1.275816 -6.097483 -2.372525 -0.76 1.05 0.83
H -0.320017 -2.890359 -3.940655 0.12 0.02 0.84
H -1.769966 -3.907737 -3.681977 -0.03 0.11 -0.18
H -0.360961 -4.357366 -4.748229 -0.37 -0.51 0.14
H -1.672707 -6.464910 -3.314400 0.61 -0.37 -0.12
H -2.107576 -5.532545 -1.929682 0.14 0.16 -0.09
H -1.015629 -6.819444 -1.603395 0.30 -0.40 -0.48
C -3.973669 -1.549495 0.474690 0.30 0.13 0.45
S -3.192844 -3.045564 -0.147435 -0.65 -0.15 -0.79
O -1.790686 -3.134692 0.403513 -0.08 -0.14 1.13
C -4.121890 -4.283704 0.788636 0.53 -0.73 0.16
H -3.590123 -0.664962 -0.028624 0.04 -0.21 -0.21
H -3.722834 -1.464828 1.534764 -0.11 -0.08 0.01
H -5.054063 -1.596444 0.344249 0.02 -0.21 -0.11
H -4.834409 -4.881367 0.218797 -0.33 0.78 -0.33
H -4.555000 -3.879596 1.699592 -0.03 0.00 -0.02
H -3.381004 -5.054412 1.021926 0.20 0.34 0.30
```
Positions in Å, forces in eV/Å.

HOMO level (eV): -12.14
Net charge: +2
HOMO-LUMO gap (hartree): 0.2492